## one
16
Properties=species:S:1:pos:R:3:nbo_charge:R:1 method="wB97M-V/def2-TZVPD" homo_energy_ev=-9.09 homo_lumo_gap_ev=9.68 total_charge=0
C 0.657 -0.737 -1.801 -0.63
C -0.114 -0.128 -0.638 0.08
O -1.112 -1.040 -0.168 -0.74
C 0.732 0.188 0.584 -0.68
C -0.315 1.419 1.626 0.70
O 0.230 2.465 1.755 -0.53
N -1.289 0.707 2.165 -0.81
H 1.137 -1.673 -1.498 0.22
H 1.421 -0.048 -2.173 0.22
H -0.027 -0.954 -2.632 0.21
H -0.595 0.801 -0.982 0.17
H -1.717 -1.236 -0.895 0.48
H 1.165 -0.752 0.971 0.24
H 1.556 0.873 0.389 0.26
H -0.069 0.082 1.808 0.42
H -1.658 0.032 1.489 0.40

## two
16
Properties=species:S:1:pos:R:3:nbo_charge:R:1 method="wB97M-V/def2-TZVPD" smiles="CCN=C=O.CO" homo_energy_ev=-9.84 homo_lumo_gap_ev=10.50 total_charge=0
C 1.358 -0.808 -1.362 -0.62
C 1.798 0.354 -0.483 -0.20
N 0.770 0.711 0.498 -0.61
C 0.556 0.022 1.478 0.89
O 0.325 -0.600 2.439 -0.49
H 0.442 -0.560 -1.906 0.23
H 2.154 -1.040 -2.076 0.22
H 1.164 -1.710 -0.769 0.21
H 2.703 0.104 0.077 0.19
H 1.995 1.250 -1.073 0.21
C -2.527 0.327 0.648 -0.25
O -1.801 1.065 -0.310 -0.76
H -3.155 0.986 1.262 0.16
H -3.196 -0.349 0.108 0.17
H -1.958 -0.304 1.354 0.16
H -0.853 1.120 -0.112 0.49

## three
16
Properties=species:S:1:pos:R:3:nbo_charge:R:1 method="wB97M-V/def2-TZVPD" smiles="C[C@H](O)[C@@H](N)C=O" homo_energy_ev=-9.46 homo_lumo_gap_ev=10.20 total_charge=0
C 0.528 1.777 0.132 -0.64
C -0.548 0.593 0.044 0.09
O -1.010 0.567 1.454 -0.71
C 0.050 -0.718 -0.661 -0.16
N 1.151 -1.237 0.271 -0.83
C -0.678 -1.943 -0.939 0.40
O -1.677 -2.255 -0.279 -0.50
H 1.063 1.692 1.007 0.21
H 0.001 2.748 0.206 0.21
H 1.124 1.895 -0.790 0.22
H -1.318 0.992 -0.621 0.18
H -1.112 1.510 1.629 0.46
H 0.230 -0.380 -1.785 0.20
H 1.164 -0.457 0.889 0.37
H 0.964 -2.071 0.831 0.38
H 0.068 -2.714 -1.388 0.13

Of them, the most stable is two and the least stable is one.

## one
10
Properties=species:S:1:pos:R:3:nbo_charge:R:1 method="wB97M-V/def2-TZVPD" smiles="Br[C@@H]1C=CON1" homo_energy_ev=-8.83 homo_lumo_gap_ev=9.37 total_charge=0
Br -2.450 0.088 0.923 -0.12
C -0.426 0.440 0.673 -0.08
C -0.002 0.775 -0.757 -0.36
C 0.712 -0.326 -1.103 0.16
O 1.072 -1.227 -0.133 -0.33
N 0.370 -0.732 1.036 -0.34
H -0.124 1.372 1.237 0.22
H -0.254 1.653 -1.350 0.25
H 1.257 -0.582 -1.991 0.21
H -0.155 -1.461 1.466 0.38

## two
10
Properties=species:S:1:pos:R:3:nbo_charge:R:1 method="wB97M-V/def2-TZVPD" smiles="C=CBr.N=C=O" homo_energy_ev=-9.36 homo_lumo_gap_ev=9.88 total_charge=0
C -0.341 1.107 -0.773 -0.49
C -1.087 0.592 0.129 -0.24
Br -2.637 -0.376 -0.172 0.04
H 0.472 1.682 -0.263 0.23
H -0.450 0.804 -1.847 0.24
H -0.932 0.498 1.243 0.20
N 0.349 -0.997 0.825 -0.78
C 0.984 -1.215 -0.149 0.89
O 1.576 -1.369 -1.143 -0.53
H 0.146 -0.718 1.760 0.45

## three
10
Properties=species:S:1:pos:R:3:nbo_charge:R:1 method="wB97M-V/def2-TZVPD" smiles="Br[C@@H]1N=CCO1" homo_energy_ev=-9.99 homo_lumo_gap_ev=10.35 total_charge=0
Br 2.592 -0.101 0.296 -0.15
C 0.857 -0.020 -0.906 0.25
N 0.263 1.223 -0.418 -0.41
C -0.637 0.832 0.375 0.09
C -0.672 -0.646 0.554 -0.17
O 0.015 -1.065 -0.613 -0.49
H 1.089 0.020 -2.014 0.23
H -1.383 1.598 0.668 0.21
H -0.298 -1.045 1.545 0.23
H -1.826 -0.795 0.512 0.21

Of them, the most stable is three and the least stable is one.

## one
18
Properties=species:S:1:pos:R:3:nbo_charge:R:1 method="wB97M-V/def2-TZVPD" s2=0.752 homo_energy_ev="-10.97 / -10.97" spin_multiplicity=2 homo_lumo_gap_ev="12.20 / 7.00" total_charge=0
Cl 3.951 2.984 0.082 -0.01
H -0.679 1.605 0.232 0.20
C -0.901 0.537 0.332 -0.39
C -2.253 0.196 -0.278 -0.61
C 0.297 -0.152 -0.312 -0.21
C 0.181 -1.663 -0.166 -0.61
C 1.591 0.373 0.312 -0.60
H -0.931 0.289 1.402 0.19
H -3.008 0.810 0.231 0.21
H -2.287 0.378 -1.360 0.20
H -2.500 -0.859 -0.115 0.20
H 0.287 0.125 -1.379 0.19
H 0.123 -1.964 0.890 0.20
H -0.716 -2.040 -0.671 0.21
H 1.078 -2.099 -0.613 0.21
H 1.626 0.152 1.387 0.21
H 2.427 -0.133 -0.185 0.21
H 1.714 1.462 0.211 0.20

## two
18
Properties=species:S:1:pos:R:3:nbo_charge:R:1 method="wB97M-V/def2-TZVPD" s2=0.756 homo_energy_ev="-9.58 / -10.04" spin_multiplicity=2 homo_lumo_gap_ev="10.71 / 7.95" total_charge=0
Cl 1.399 -2.472 -1.519 -0.25
H 2.221 -1.375 -1.106 0.20
C 2.391 -0.333 -0.309 -0.36
C 1.077 -0.548 0.383 -0.48
C 0.038 0.543 0.133 -0.39
C -1.380 0.052 0.402 -0.39
C -2.455 1.078 0.048 -0.60
H 3.255 -0.513 0.335 0.21
H 2.491 0.551 -0.889 0.21
H 0.693 -1.427 -0.059 0.24
H 1.164 -0.793 1.431 0.21
H 0.242 1.350 0.850 0.19
H 0.117 0.968 -0.886 0.20
H -1.552 -0.905 -0.160 0.20
H -1.488 -0.203 1.464 0.20
H -3.466 0.650 0.169 0.21
H -2.398 1.948 0.703 0.20
H -2.350 1.429 -0.988 0.20

Of them, the most stable is one and the least stable is two.

## one
6
Properties=species:S:1:pos:R:3:nbo_charge:R:1 method="wB97M-V/def2-TZVPD" homo_energy_ev="-10.09 / -10.19" homo_lumo_gap_ev="8.69 / 9.44" total_charge=0
C -0.770 -0.051 0.017 0.74
N 0.395 -0.624 -0.357 -0.30
N 0.326 0.781 -0.037 -0.48
O -1.930 -0.104 0.194 -0.50
H 1.391 -1.445 0.940 0.15
H 0.588 1.443 -0.756 0.38

## two
6
Properties=species:S:1:pos:R:3:nbo_charge:R:1 method="wB97M-V/def2-TZVPD" smiles="[O-][N+]1=NC1" homo_energy_ev=-10.40 homo_lumo_gap_ev=10.56 total_charge=0
O 1.772 -0.784 0.015 -0.37
N 0.743 -0.099 0.043 0.30
N 0.314 1.126 0.081 -0.18
C -0.614 -0.061 -0.013 -0.16
H -1.157 -0.107 0.948 0.21
H -1.057 -0.075 -1.074 0.20

Of them, the most stable is two and the least stable is one.